(1)
DFT (wB97M-V/def2-TZVPD) results for a structure of composition C36H37AsN3OP2Se6V.

XYZ file:
```
87
Properties=species:S:1:pos:R:3:forces:R:3
V -2.4584 -1.0611 -2.1361 -0.4 -0.1 0.2
Se 0.3658 1.7151 4.2096 0.0 0.0 0.0
P 1.0470 0.4073 2.7090 -0.1 0.0 -0.1
C 2.6482 0.9500 2.0597 0.1 0.0 0.0
C 3.8366 0.3920 2.5085 0.1 0.0 0.0
C 5.0527 0.8914 2.0566 0.0 0.0 0.0
C 5.0799 1.9495 1.1635 0.0 0.0 0.0
C 3.8888 2.5161 0.7234 0.0 0.0 0.0
C 2.6777 2.0220 1.1712 0.0 0.0 0.0
C 1.3159 -1.2946 3.3204 0.0 0.0 0.1
C 1.7529 -2.3066 2.4660 0.0 0.0 -0.1
C 1.9343 -3.5914 2.9512 0.0 0.0 0.0
C 1.6813 -3.8778 4.2877 0.0 0.0 0.0
C 1.2496 -2.8726 5.1390 0.0 0.0 0.0
C 1.0679 -1.5834 4.6567 0.0 0.0 0.0
C 0.0974 0.1468 1.1863 0.2 -0.2 -0.1
C -1.2067 0.2445 0.6865 -0.1 0.2 0.1
N -1.1860 -0.3224 -0.5374 0.3 0.0 0.0
N 0.0564 -0.7469 -0.7721 -0.1 0.0 -0.1
N 0.8351 -0.4783 0.2366 -0.1 0.1 0.0
P -2.5649 1.2242 1.3941 0.1 0.0 0.0
Se -4.4306 1.4773 0.4458 0.0 0.0 0.0
C -1.7677 2.8602 1.4408 0.0 0.0 0.1
C -1.8940 3.7490 2.4997 0.0 0.0 0.1
C -1.3508 5.0211 2.4093 0.0 0.0 0.0
C -0.6825 5.4151 1.2597 0.0 0.0 0.0
C -0.5634 4.5336 0.1942 0.0 0.0 0.0
C -1.1064 3.2623 0.2825 0.0 0.0 0.0
C -2.7841 0.5358 3.0574 -0.1 -0.1 0.0
C -2.2474 -0.6979 3.4081 0.0 0.0 0.0
C -2.4996 -1.2424 4.6595 0.0 0.0 0.0
C -3.2799 -0.5533 5.5725 0.0 0.0 0.0
C -3.8428 0.6666 5.2162 0.0 0.0 0.0
C -3.6176 1.1961 3.9586 0.0 0.0 0.0
H 3.8232 -0.4359 3.2056 0.0 0.0 0.0
H 5.9761 0.4455 2.4051 0.0 0.0 0.0
H 6.0278 2.3364 0.8102 0.0 0.0 0.0
H 3.9052 3.3441 0.0255 0.0 0.0 0.0
H 1.7503 2.4650 0.8265 0.0 0.0 0.0
H 1.9394 -2.0882 1.4212 0.0 0.0 0.1
H 2.2700 -4.3704 2.2783 0.0 0.0 0.0
H 1.8186 -4.8856 4.6602 0.0 0.0 0.0
H 1.0505 -3.0888 6.1817 0.0 0.0 0.0
H 0.7268 -0.7880 5.3087 0.0 0.0 0.0
H -2.3836 3.4466 3.4157 0.0 0.0 0.0
H -1.4354 5.7020 3.2472 0.0 0.0 0.0
H -0.2552 6.4084 1.1935 0.0 0.0 0.0
H -0.0507 4.8348 -0.7113 0.0 0.0 0.0
H -1.0212 2.5818 -0.5579 0.0 0.0 0.0
H -1.6315 -1.2435 2.7044 0.0 0.0 0.0
H -2.0713 -2.2032 4.9161 0.0 0.0 0.0
H -3.4651 -0.9693 6.5553 0.0 0.0 0.0
H -4.4765 1.1985 5.9149 0.0 0.0 0.0
H -4.1161 2.1115 3.6638 0.0 0.0 0.0
Se -3.8496 0.9425 -2.9817 -0.2 -0.2 -0.2
Se -4.4323 -0.6290 -4.6619 0.2 0.1 0.1
Se -4.7007 -2.6325 -3.4561 0.2 0.0 0.0
Se -2.5300 -3.5093 -3.0710 -0.1 0.0 0.0
C -0.9550 -0.3420 -5.7526 0.0 0.0 0.1
As -0.5985 -0.5060 -3.8479 0.1 0.1 -0.1
C 0.3216 1.1910 -3.5720 0.0 0.0 0.0
C 0.9004 -1.7828 -3.8407 0.1 -0.1 0.0
C 1.9875 -1.5039 -4.8222 0.0 0.1 0.0
C 3.0604 -0.6798 -4.4784 0.0 0.0 0.0
C 4.0603 -0.3898 -5.3950 0.0 0.0 0.0
C 4.0081 -0.9195 -6.6768 0.0 0.0 0.0
C 2.9489 -1.7428 -7.0308 0.0 0.0 0.0
C 1.9501 -2.0306 -6.1133 0.0 0.0 0.0
H -0.0421 -0.0964 -6.2934 0.0 0.0 0.0
H -1.6954 0.4467 -5.8711 0.0 0.0 0.0
H -1.3839 -1.2707 -6.1228 0.0 0.0 0.0
H 1.0833 1.3664 -4.3312 0.0 0.0 0.0
H 0.7754 1.1981 -2.5812 0.0 0.0 0.0
H -0.4421 1.9668 -3.6283 0.0 0.0 0.0
H 0.4397 -2.7568 -4.0124 0.0 0.0 0.0
H 1.2674 -1.7659 -2.8154 0.0 0.0 0.0
H 3.1070 -0.2681 -3.4763 0.0 0.0 0.0
H 4.8849 0.2499 -5.1039 0.0 0.0 0.0
H 4.7894 -0.6955 -7.3928 0.0 0.0 0.0
H 2.8998 -2.1655 -8.0275 0.0 0.0 0.0
H 1.1229 -2.6733 -6.3929 0.0 0.0 0.0
C -4.0164 -2.7436 0.2011 0.0 0.1 -0.1
O -3.7324 -1.4996 -0.4316 0.1 -0.2 -0.1
H -4.3740 -2.5687 1.2183 0.0 0.0 0.0
H -3.0855 -3.3037 0.2235 0.0 0.0 0.0
H -4.7483 -3.3145 -0.3728 0.0 0.0 0.0
H -4.5069 -0.9201 -0.4383 0.0 0.2 0.1
```
Positions in Å, forces in eV/Å.

Results
Total charge ... -1
Multiplicity ... 4
Gap between HOMO and LUMO (spin up / spin down) ... 6.334 / 6.608 eV
<S²> ... 3.76
LUMO (spin up / spin down) ... 2.22 / 2.22 eV
Highest occupied orbital energy (spin up / spin down) ... -0.151 / -0.161 Ha

=====

(2)
DFT (wB97M-V/def2-TZVPD) results for a structure of composition C13H18Cl3N3O4PbS4.

XYZ file:
```
46
Properties=species:S:1:pos:R:3:forces:R:3
Pb -0.9450 -0.7279 -0.8381 -0.9 -0.5 -0.5
Cl 1.2261 -1.6453 0.0828 1.5 0.0 -1.5
C 2.0137 -3.0654 3.8351 -0.2 0.3 -0.1
Cl 0.7004 -2.1058 2.8338 -0.4 -1.1 1.4
H 2.9926 -2.6102 3.7827 0.1 -0.1 -0.1
H 1.9116 -4.0438 3.3596 0.1 0.0 0.0
S -2.1305 -3.1814 -2.5965 0.0 0.0 -0.2
S -3.5641 -3.5621 -1.1132 0.2 -0.1 -0.2
S -2.6562 -5.2222 -0.3150 -0.2 -0.1 0.1
S -1.0381 -4.5775 0.7084 -0.2 0.2 -0.2
O -0.1881 -0.2633 -2.9337 0.3 0.3 -0.3
N 0.3999 0.8563 -3.1555 0.0 -0.1 -0.1
N 0.3919 1.6695 -2.1865 0.0 0.1 -0.1
O -0.2018 1.4382 -1.0378 0.0 0.0 -0.1
C 1.0412 2.9423 -2.3608 0.0 -0.1 0.0
C 0.5759 4.0157 -1.6219 0.0 0.0 0.0
C 1.1867 5.2493 -1.7858 0.0 0.0 0.0
C 2.2450 5.3948 -2.6710 0.0 0.0 0.0
C 2.7020 4.3014 -3.3941 0.0 0.0 0.0
C 2.1054 3.0605 -3.2403 0.0 0.0 0.0
H -0.2414 3.8734 -0.9309 0.0 0.0 0.0
H 0.8334 6.0988 -1.2170 0.0 0.0 0.0
H 2.7201 6.3592 -2.7919 0.0 0.0 0.0
H 3.5356 4.4099 -4.0747 0.0 0.0 0.0
H 2.4547 2.1965 -3.7858 0.0 0.0 0.0
O -1.6185 -3.8953 2.0905 0.4 0.0 0.3
C -1.8931 -2.4743 1.9778 0.3 0.2 0.1
O -3.0159 -2.1912 1.6280 -0.4 0.2 0.0
C -0.8699 -1.5481 2.2552 -0.3 -0.2 -0.1
N 1.3690 -0.8026 3.4362 0.2 0.4 0.2
C 0.9081 0.5688 3.2265 0.0 -0.1 0.1
C -0.0671 0.8578 2.1035 0.0 0.2 0.0
C -1.2429 -0.1000 2.0865 0.2 0.0 0.6
H 1.6277 -3.0558 4.8478 0.0 -0.1 0.1
H 0.0804 -3.3315 2.7838 -0.2 0.0 0.4
H 1.2513 -2.5297 1.6757 0.1 0.4 -0.6
H 1.8308 1.1304 3.0498 0.0 0.0 0.0
H 0.5057 0.9435 4.1733 -0.1 -0.1 0.0
H 0.4425 0.8877 1.1364 0.1 -0.1 0.2
H -0.4548 1.8648 2.2749 0.0 0.1 -0.1
H -1.7613 -0.0240 1.1265 -0.5 0.4 0.6
H -1.9833 0.1954 2.8370 0.0 0.0 0.0
Cl -3.7171 -0.6408 -2.9682 0.0 0.0 0.0
C -3.0934 -2.1500 -3.6994 0.0 -0.1 -0.1
H -2.4196 -1.8725 -4.5065 0.0 0.0 0.0
H -3.9494 -2.6937 -4.0872 0.0 0.0 0.0
```
Positions in Å, forces in eV/Å.

Results
Total charge ... 0
Gap between HOMO and LUMO ... 7.758 eV
LUMO ... -0.06 eV
Highest occupied orbital energy ... -0.287 Ha

=====

Values for relative energy (zero: lowest compared OMol25 entry of this formula, charge and spin), kJ/mol, ordered as above
38.5, 1143.1